# C32H31Cl48FN2O

A 17-piece molecular cluster, C32H31Cl48FN2O overall (ωB97M-V with the def2-TZVPD basis set, the OMol25 dataset).

Geometry as XYZ:
```
115
Properties=species:S:1:pos:R:3:forces:R:3:mulliken_charge:R:1
C -0.655 1.425 7.667 -0.064 -0.271 -3.354 -0.66
C -0.377 1.330 6.182 -0.718 0.785 3.656 -0.54
C -1.070 2.554 5.275 1.200 -0.832 0.999 1.39
C -0.951 3.909 6.185 -2.872 7.621 4.402 -0.27
N -1.152 5.025 6.853 2.067 -10.608 -6.327 -0.56
C -2.587 2.052 4.938 -1.543 0.072 0.484 -0.73
C -3.773 3.156 5.148 -3.725 3.087 -0.871 0.51
C -4.312 3.759 6.585 -0.806 0.801 -2.268 -0.19
C -5.508 4.864 6.776 2.585 -1.327 -4.081 -0.58
C -6.290 5.431 5.449 4.036 -2.736 -0.571 -0.43
C -5.818 4.830 3.980 1.440 -0.661 3.256 -0.66
C -4.581 3.722 3.796 -1.415 1.430 2.929 0.55
C -4.264 3.235 2.259 -0.455 -0.220 -0.004 -0.88
C -0.136 2.837 3.916 0.412 -0.814 -0.242 0.33
C 1.459 2.396 4.157 7.725 0.024 4.497 -0.24
N 2.673 2.241 4.635 -11.346 1.228 -4.816 -0.55
C -0.291 4.380 3.347 0.517 0.203 -2.038 -0.50
C 0.961 5.371 3.720 3.519 1.887 6.119 0.46
O 1.530 5.524 4.918 -4.238 -1.298 -8.983 -0.41
F 1.523 6.229 2.612 -2.045 -2.749 2.819 -0.28
H -1.805 1.459 7.983 2.684 1.326 -0.636 0.18
H 0.171 1.521 8.491 -1.670 -1.542 -1.680 0.28
H 0.232 0.440 5.719 -0.326 2.656 0.851 0.29
H -2.837 1.134 5.658 0.682 2.133 -1.485 0.36
H -2.624 1.601 3.843 0.059 1.185 2.221 0.31
H -3.740 3.363 7.555 -1.473 1.066 -2.317 0.13
H -5.762 5.205 7.871 0.849 -0.583 -2.580 0.28
H -7.155 6.224 5.603 2.159 -1.870 -0.687 0.39
H -6.398 5.243 3.035 1.464 -1.100 2.103 0.19
H -3.174 3.507 1.929 -1.957 -0.565 0.742 0.13
H -4.435 2.063 2.116 0.503 2.529 0.522 0.25
H -4.988 3.741 1.462 1.483 -0.888 2.024 0.31
H -0.529 2.102 3.063 0.895 1.644 1.925 0.53
H -0.287 4.280 2.158 0.143 0.352 2.605 0.31
H -1.353 4.866 3.596 2.545 -1.018 -0.045 0.31
C 4.585 -0.664 3.321 0.050 0.023 0.161 0.41
Cl 6.198 -0.500 4.035 -0.193 0.021 -0.070 -0.14
Cl 4.696 -0.813 1.559 -0.132 0.088 0.852 -0.07
Cl 3.737 -2.059 4.011 0.084 0.301 -0.119 -0.05
H 4.012 0.237 3.555 0.186 -0.255 -0.063 -0.15
C 4.137 0.904 -2.303 0.184 0.000 0.026 -0.13
Cl 4.730 -0.383 -1.239 -0.014 0.228 -0.942 -0.06
Cl 3.113 0.232 -3.583 0.659 0.225 -0.326 -0.13
Cl 3.249 2.122 -1.372 0.098 -0.133 -0.123 -0.09
H 4.998 1.389 -2.771 -0.300 -0.170 0.163 0.40
C 5.741 -2.334 -4.802 -0.010 -0.007 0.094 0.22
Cl 6.044 -3.542 -3.542 -0.176 0.199 -0.071 -0.11
Cl 6.949 -1.040 -4.728 -0.289 -0.087 0.064 -0.09
Cl 5.738 -3.092 -6.403 -0.049 0.095 0.108 -0.11
H 4.755 -1.894 -4.627 0.342 -0.133 -0.051 0.11
C 7.871 -5.872 -8.407 0.077 0.001 0.129 0.61
Cl 7.221 -7.493 -8.105 0.020 0.259 -0.180 -0.12
Cl 9.427 -5.663 -7.587 -0.201 -0.280 -1.011 -0.03
Cl 8.042 -5.586 -10.148 -0.068 0.037 0.085 -0.15
H 7.167 -5.139 -8.005 0.257 -0.237 -0.126 -0.28
C -9.523 3.770 7.463 -0.239 0.009 0.268 -0.09
Cl -7.844 4.260 7.181 -2.105 -1.121 0.267 0.00
Cl -10.015 2.534 6.292 0.054 0.231 0.139 -0.07
Cl -9.727 3.174 9.119 -0.186 -0.082 -0.171 -0.11
H -10.164 4.645 7.330 0.163 -0.312 0.060 0.26
C -0.400 -1.686 -2.391 -0.037 0.044 0.004 -0.08
Cl -1.097 -2.483 -0.970 0.063 0.040 -0.127 -0.12
Cl -1.680 -1.102 -3.468 0.272 -0.137 0.150 -0.02
Cl 0.655 -0.350 -1.898 -0.604 -0.306 0.249 -0.03
H 0.202 -2.417 -2.936 -0.191 0.241 0.197 0.25
C -4.167 -0.692 -6.886 -0.002 -0.185 0.117 0.05
Cl -4.080 0.132 -5.320 -0.159 -0.296 -0.204 -0.10
Cl -4.047 0.478 -8.212 -0.045 -0.094 0.087 -0.14
Cl -2.892 -1.915 -7.018 -0.314 0.154 0.269 -0.11
H -5.135 -1.195 -6.958 0.342 0.191 0.012 0.30
C -8.486 6.405 11.442 0.116 0.017 0.102 -0.04
Cl -9.148 7.989 11.004 0.104 -0.173 0.072 -0.13
Cl -9.767 5.341 12.046 0.181 0.150 -0.013 -0.11
Cl -7.668 5.668 10.054 -0.052 0.288 0.365 -0.03
H -7.752 6.547 12.239 -0.277 -0.041 -0.273 0.31
C 11.243 -2.446 -6.951 0.053 -0.038 -0.016 0.29
Cl 9.719 -2.039 -6.145 0.221 -0.073 -0.172 -0.06
Cl 11.282 -1.768 -8.588 -0.017 -0.152 0.186 -0.12
Cl 12.622 -1.863 -6.004 -0.163 -0.122 -0.108 -0.13
H 11.313 -3.534 -7.027 -0.035 0.360 0.013 -0.01
C -1.352 -3.331 -10.789 -0.018 0.089 -0.103 -0.02
Cl 0.232 -3.710 -10.092 -0.155 0.041 -0.110 -0.11
Cl -2.499 -4.645 -10.480 0.123 0.146 -0.067 -0.12
Cl -1.968 -1.802 -10.139 0.169 -0.201 -0.387 -0.06
H -1.235 -3.223 -11.871 -0.032 -0.064 0.389 0.33
C 11.727 -6.529 -11.060 -0.075 -0.027 0.005 0.19
Cl 12.233 -5.343 -9.845 -0.034 -0.075 -0.202 -0.08
Cl 12.774 -6.443 -12.487 -0.155 0.009 0.144 -0.13
Cl 11.740 -8.164 -10.377 -0.069 0.216 -0.080 -0.12
H 10.705 -6.293 -11.368 0.350 -0.079 0.144 0.13
C -11.969 1.993 2.658 -0.038 0.045 0.005 0.05
Cl -11.666 0.784 3.918 -0.106 0.103 -0.179 -0.12
Cl -10.760 3.286 2.732 -0.183 -0.125 -0.024 -0.10
Cl -11.971 1.234 1.057 -0.046 0.103 0.191 -0.13
H -12.955 2.432 2.832 0.355 -0.161 -0.059 0.29
C 0.358 -4.323 3.508 -0.073 0.062 0.044 0.03
Cl 1.942 -4.702 4.205 -0.277 -0.149 -0.105 -0.11
Cl -0.789 -5.637 3.817 -0.076 0.395 0.371 -0.11
Cl -0.258 -2.794 4.158 0.050 -0.093 -0.083 -0.10
H 0.475 -4.215 2.426 -0.056 0.031 0.410 0.27
C 0.109 -7.111 -0.175 0.054 -0.068 -0.060 -0.03
Cl -1.570 -7.633 0.045 0.234 0.049 -0.023 -0.13
Cl 0.217 -5.886 -1.450 0.022 -0.197 0.113 -0.09
Cl 0.770 -6.487 1.346 0.259 -0.495 -0.768 -0.07
H 0.702 -7.978 -0.478 -0.210 0.309 0.116 0.34
C -3.202 4.400 -4.735 0.008 0.059 -0.126 -0.04
Cl -4.550 5.007 -3.758 0.155 -0.022 -0.109 -0.12
Cl -2.021 3.562 -3.714 -0.096 0.081 -0.122 -0.08
Cl -3.794 3.325 -6.013 0.139 0.411 0.133 -0.06
H -2.706 5.253 -5.206 -0.172 -0.298 0.190 0.31
C 8.653 -6.439 -3.814 0.004 0.088 0.055 -0.02
Cl 10.016 -6.855 -2.761 -0.188 0.058 -0.081 -0.13
Cl 9.030 -5.003 -4.781 -0.156 -0.034 1.107 0.04
Cl 8.239 -7.805 -4.864 0.026 0.148 0.251 -0.10
H 7.788 -6.214 -3.185 0.286 -0.075 -0.223 0.22
```
Positions in Å, forces in eV/Å.

Summary:
Frontier orbital gap   7.804 eV
LUMO level   -0.74 eV
Total charge   0

=====

# C32H31ClN3O5SSeSiW

C32H31ClN3O5SSeSiW as an isolated structure (ωB97M-V with the def2-TZVPD basis set, the OMol25 dataset).

Geometry as XYZ:
```
76
Properties=species:S:1:pos:R:3:forces:R:3:mulliken_charge:R:1
W 0.497 0.107 0.169 -0.226 -0.173 0.011 -0.16
Cl 1.117 -2.549 -6.652 0.003 -0.004 -0.001 -0.21
C 1.245 -2.130 -4.975 0.000 -0.012 -0.017 0.12
C 1.721 -3.067 -4.066 0.006 0.016 0.022 -0.75
C 1.823 -2.749 -2.722 -0.008 0.012 -0.025 -0.29
C 1.435 -1.486 -2.290 0.011 0.032 0.017 0.04
O 1.539 -1.133 -1.000 0.159 -0.085 -0.203 -0.61
C 0.968 -0.549 -3.216 -0.015 0.003 -0.015 0.71
C 0.509 0.732 -2.591 -0.121 0.071 -0.111 0.22
N -0.481 0.455 -1.588 -0.175 0.048 -0.161 0.76
C -1.793 0.813 -1.697 0.037 -0.032 0.036 0.47
C -2.492 1.208 -2.816 0.023 -0.011 -0.004 -0.64
C -3.867 1.502 -2.709 -0.021 -0.001 0.007 -1.00
C -4.542 1.395 -1.524 0.008 0.003 -0.020 -1.03
C -3.845 0.989 -0.360 -0.014 0.002 0.029 0.80
C -4.429 0.864 0.919 -0.007 0.004 -0.017 -0.87
C -3.656 0.479 1.979 0.022 -0.014 -0.004 -1.22
C -2.291 0.220 1.785 -0.010 -0.035 0.013 -0.38
N -1.712 0.327 0.606 0.118 0.012 -0.138 1.04
C -2.477 0.704 -0.463 -0.037 0.010 0.026 0.29
C 0.873 -0.862 -4.562 0.034 -0.001 0.004 -1.39
H 2.015 -4.046 -4.418 -0.005 -0.001 -0.006 0.46
H 2.196 -3.467 -2.005 -0.001 0.001 0.006 0.56
H 0.228 1.508 -3.310 0.013 -0.018 -0.009 1.13
H -2.003 1.286 -3.778 0.001 0.000 -0.001 0.49
H -4.398 1.813 -3.599 0.001 0.002 0.000 0.43
H -5.598 1.619 -1.460 0.000 0.002 0.000 0.47
H -5.482 1.078 1.048 0.000 -0.002 0.001 0.49
H -4.071 0.377 2.971 0.006 -0.005 0.003 0.52
H -1.655 -0.060 2.612 -0.024 0.011 0.013 0.69
H 0.515 -0.136 -5.281 -0.009 -0.003 0.001 0.50
O 1.599 -1.528 3.532 -0.020 0.014 0.109 -0.68
C 0.858 -1.314 2.609 -0.040 0.007 0.072 0.05
O 0.486 -0.112 2.202 -0.094 -0.031 -0.269 -0.21
C 0.253 -2.423 1.784 0.162 0.146 0.128 0.59
C 0.258 -3.740 2.257 -0.003 -0.020 0.001 -1.11
C -0.291 -4.699 1.461 0.026 0.014 0.022 -0.88
C -0.846 -4.338 0.216 -0.036 -0.028 -0.034 0.66
C -1.437 -5.304 -0.634 0.009 0.000 0.000 -0.88
C -1.980 -4.936 -1.829 0.009 0.000 0.002 -0.82
C -1.956 -3.582 -2.222 -0.010 0.001 0.011 -0.73
C -1.385 -2.628 -1.430 0.000 0.049 0.001 0.23
C -0.811 -2.981 -0.189 -0.004 -0.016 -0.059 -0.12
N -0.232 -2.039 0.625 0.047 -0.090 0.276 0.71
H 0.704 -3.944 3.219 0.002 -0.002 0.002 0.61
H -0.310 -5.738 1.768 -0.009 -0.005 0.001 0.48
H -1.450 -6.337 -0.311 -0.006 -0.002 -0.002 0.45
H -2.430 -5.677 -2.476 -0.007 -0.001 0.002 0.43
H -2.393 -3.292 -3.168 0.008 -0.007 -0.007 0.52
H -1.357 -1.601 -1.753 0.012 0.018 0.019 0.45
C 4.151 2.268 0.912 0.019 0.040 -0.025 -1.18
S 3.109 1.152 1.830 0.018 0.086 0.060 0.76
C 4.364 0.154 2.605 0.019 0.021 -0.015 -1.26
O 2.570 0.196 0.747 -0.082 -0.128 -0.169 -0.49
H 4.751 2.824 1.632 0.019 0.037 -0.010 0.56
H 3.502 2.949 0.362 -0.002 -0.059 0.036 0.18
H 4.778 1.699 0.228 -0.010 -0.033 0.019 0.46
H 4.924 0.792 3.288 -0.002 -0.014 0.019 0.47
H 5.012 -0.262 1.836 -0.011 0.001 -0.005 0.37
H 3.851 -0.631 3.158 -0.027 0.012 0.011 0.29
C 2.122 4.487 2.638 -0.097 0.026 0.010 -1.15
Si 0.435 3.769 2.247 -0.027 0.094 0.149 0.56
C -0.207 2.701 3.634 0.005 -0.007 -0.017 -0.81
C -0.706 5.220 1.948 0.020 -0.063 -0.040 -1.19
Se 0.280 2.664 0.221 0.198 0.150 0.125 -0.07
H 1.937 5.273 3.378 0.069 0.010 0.000 0.43
H 2.580 4.962 1.770 -0.029 0.004 -0.016 0.35
H 2.835 3.795 3.081 -0.010 -0.097 0.019 0.32
H -0.197 3.276 4.563 -0.006 0.001 -0.003 0.54
H 0.375 1.792 3.779 0.057 0.026 -0.009 0.10
H -1.240 2.408 3.431 -0.006 0.036 0.006 0.17
H -0.814 5.801 2.868 0.016 -0.010 0.011 0.37
H -1.698 4.898 1.630 0.004 -0.013 0.006 0.32
H -0.304 5.883 1.180 -0.007 -0.011 -0.010 0.32
O 2.736 1.666 -1.912 -0.018 -0.011 0.068 -0.41
C 1.680 1.233 -1.723 0.080 0.026 0.050 -0.39
```
Positions in Å, forces in eV/Å.

Summary:
Energy relative to the best compared isomer or geometry (same formula, charge and spin)   0.234 eV
Multiplicity   3
Frontier orbital gap (alpha / beta)   6.508 / 6.014 eV
LUMO level (alpha / beta)   -3.32 / -4.42 eV
Total charge   +1
⟨S²⟩   2.021

=====

# C32H32BF8N5O2PS2Ti

C32H32BF8N5O2PS2Ti as an isolated structure (ωB97M-V with the def2-TZVPD basis set, the OMol25 dataset).

Geometry as XYZ:
```
84
Properties=species:S:1:pos:R:3:forces:R:3:mulliken_charge:R:1
Ti -0.605 1.248 0.162 0.560 0.208 -0.926 0.03
C -2.365 3.025 -1.724 0.036 0.058 -0.113 -1.15
N -2.466 2.508 -0.343 -0.078 0.287 0.193 0.36
C -3.837 1.988 -0.168 -0.155 -0.147 -0.024 -1.30
C -2.290 3.616 0.617 0.211 0.225 0.156 -1.15
C -0.853 4.133 0.566 -0.195 0.089 -0.170 -1.20
N -0.020 3.067 0.019 -0.462 0.227 0.338 1.85
C 1.305 3.347 -0.244 0.856 -0.006 -0.514 -0.70
C 1.888 2.585 -1.261 -0.374 0.159 0.114 0.17
F 1.022 1.737 -1.899 0.331 -0.070 -0.149 -0.29
C 3.194 2.705 -1.665 -0.051 0.085 -0.012 0.20
F 3.656 1.934 -2.649 0.001 -0.033 -0.085 -0.35
C 4.000 3.654 -1.069 -0.036 0.043 0.073 -0.59
C 3.444 4.457 -0.091 0.131 -0.114 -0.166 0.22
F 4.195 5.398 0.473 -0.015 0.042 0.107 -0.32
C 2.132 4.317 0.332 -0.245 -0.179 0.036 0.33
F 1.681 5.123 1.291 -0.016 0.051 0.064 -0.36
H -3.197 3.705 -1.927 -0.010 0.010 0.044 0.36
H -1.429 3.555 -1.874 0.006 -0.009 0.036 0.23
H -2.412 2.202 -2.432 -0.050 -0.016 0.022 0.26
H -4.552 2.814 -0.211 0.044 0.027 -0.031 0.49
H -4.087 1.296 -0.972 0.080 -0.029 0.017 0.28
H -3.952 1.486 0.788 0.034 0.016 0.047 0.41
H -2.985 4.430 0.393 -0.088 -0.062 0.028 0.46
H -2.513 3.230 1.611 -0.070 -0.011 -0.023 0.47
H -0.771 5.016 -0.074 0.015 -0.023 -0.028 0.66
H -0.544 4.422 1.568 0.038 0.015 0.003 0.34
H 5.031 3.782 -1.364 0.002 -0.016 -0.005 0.56
N -0.783 -5.708 4.279 -0.007 -0.019 -0.057 -0.50
C -1.222 -4.490 3.851 -0.042 0.151 -0.100 0.95
C -2.487 -4.353 3.256 0.039 -0.114 0.044 -0.86
C -2.931 -3.124 2.821 -0.030 0.053 -0.133 -0.38
C -2.108 -2.012 2.959 -0.021 0.327 -0.071 -0.20
C -0.847 -2.124 3.540 0.024 0.003 0.089 -0.68
C -0.402 -3.353 3.967 0.010 -0.040 0.014 -0.74
S -2.660 -0.423 2.488 -0.122 -0.108 0.234 1.25
O -2.272 0.551 3.450 0.153 -0.085 -0.079 -0.73
O -4.039 -0.497 2.090 0.163 -0.201 -0.157 -0.70
N -1.758 -0.079 1.073 -0.719 0.002 0.428 1.20
C -2.258 -0.512 -0.120 -0.694 -0.670 -0.527 -0.58
S -3.489 -1.679 -0.454 0.152 0.135 -0.125 -0.15
C -3.296 -1.371 -2.147 -0.078 -0.087 0.298 -0.69
C -2.359 -0.431 -2.358 0.193 0.175 -0.252 -1.23
N -1.757 0.048 -1.215 -0.133 -0.083 0.586 1.03
H -1.454 -6.447 4.393 0.022 -0.034 0.018 0.22
H 0.023 -5.749 4.876 0.005 -0.020 0.031 0.22
H -3.120 -5.226 3.153 -0.025 0.021 0.019 0.34
H -3.917 -3.012 2.388 0.006 -0.026 0.033 0.60
H -0.239 -1.239 3.671 0.016 -0.059 0.014 0.81
H 0.581 -3.447 4.412 -0.023 0.009 0.043 0.36
H -3.892 -1.900 -2.871 0.032 0.038 -0.035 0.59
H -2.041 -0.068 -3.324 0.020 0.012 0.045 0.47
C 0.688 -2.160 0.537 -0.155 0.178 -0.076 -2.04
P 0.919 -0.824 -0.694 0.389 -0.698 0.161 2.74
C 2.754 -0.734 -0.695 -0.178 0.282 0.060 1.01
C 3.384 -0.326 0.485 0.010 0.037 0.081 -0.41
C 4.765 -0.257 0.559 0.031 0.021 0.033 -0.82
C 5.541 -0.591 -0.542 -0.038 -0.001 -0.004 -0.67
C 4.925 -1.014 -1.708 0.078 0.009 -0.049 -0.68
C 3.542 -1.085 -1.789 -0.080 -0.054 0.046 -0.63
C 0.488 -1.606 -2.279 -0.012 0.219 0.015 -0.12
C -0.111 -2.861 -2.328 0.071 -0.024 0.093 -0.69
C -0.453 -3.427 -3.548 -0.078 -0.059 -0.080 -0.90
C -0.212 -2.744 -4.729 -0.013 0.009 0.030 -0.66
C 0.359 -1.478 -4.687 0.023 0.040 -0.033 -0.83
C 0.700 -0.908 -3.471 -0.016 -0.024 0.027 -0.38
H 1.232 -3.052 0.228 0.058 0.030 0.002 0.69
H -0.365 -2.401 0.685 -0.008 -0.011 -0.003 0.36
H 1.086 -1.803 1.485 0.015 0.000 0.008 0.49
H 2.802 -0.057 1.355 0.084 -0.048 -0.057 0.15
H 5.235 0.057 1.482 -0.013 0.014 -0.005 0.47
H 6.620 -0.526 -0.486 -0.001 -0.026 -0.007 0.42
H 5.522 -1.290 -2.567 -0.014 -0.004 0.004 0.44
H 3.094 -1.436 -2.706 -0.084 0.014 -0.075 0.36
H -0.320 -3.410 -1.418 0.031 -0.002 -0.038 0.37
H -0.912 -4.407 -3.574 0.021 0.002 0.013 0.46
H -0.467 -3.191 -5.680 -0.015 -0.007 0.009 0.44
H 0.542 -0.936 -5.606 0.009 0.002 0.010 0.47
H 1.135 0.083 -3.450 0.056 -0.031 -0.032 0.40
F 0.788 0.674 3.637 0.035 0.055 0.062 -0.25
B 0.718 1.716 2.793 0.038 0.026 -0.380 0.17
F 0.934 1.010 1.308 0.424 -0.142 0.617 0.31
F 1.679 2.650 2.863 -0.025 -0.039 0.052 -0.29
F -0.551 2.203 2.511 -0.083 0.021 0.127 -0.24
```
Positions in Å, forces in eV/Å.

Summary:
Energy relative to the best compared isomer or geometry (same formula, charge and spin)   0.912 eV
Frontier orbital gap   7.149 eV
LUMO level   -3.68 eV
Total charge   +1

=====

Summary of energy in eV
-642486.5385; -146800.6358; -121742.2711
(order as listed above)